No. 1
Entry from OMol25: C62H156CoN10O14 as an isolated structure (the ωB97M-V functional and the def2-TZVPD basis).

Each line ends with the Löwdin charge.
Cartesian coordinates (Å):
Co (0.720, -0.059, 2.987)  0.72
O (-2.306, 5.339, -0.828)  -0.19
O (1.672, -7.106, -2.416)  -0.21
O (5.051, 5.972, -0.104)  -0.21
O (6.224, -2.718, -0.973)  -0.17
O (-3.988, -1.326, 3.053)  -0.21
O (-2.586, -4.860, 3.223)  -0.06
O (1.777, -1.363, 3.929)  -0.32
O (-5.972, 1.253, -2.459)  -0.19
O (-7.218, -3.379, -2.319)  -0.06
O (-1.720, 2.653, 3.226)  -0.23
O (-1.987, -5.004, -3.458)  -0.05
O (0.566, 0.598, 1.267)  -0.32
O (6.005, 2.935, 1.214)  -0.20
O (-2.341, 2.272, -6.833)  -0.01
N (-8.681, 2.320, -4.673)  0.04
N (4.068, 1.514, 3.856)  0.04
N (1.736, -3.358, -2.080)  0.06
N (2.873, 7.381, -1.195)  0.05
N (3.150, -1.611, 3.768)  -0.11
N (1.142, 1.997, 3.303)  0.04
N (-3.209, 8.877, -0.340)  0.03
N (0.284, 0.026, 0.032)  -0.12
N (-1.384, -0.215, 3.632)  0.03
N (7.117, -0.690, -2.746)  0.03
C (3.387, -2.409, 2.498)  -0.47
C (3.062, -1.531, 1.322)  -0.07
C (6.622, 1.415, 3.573)  -0.04
C (-3.017, 4.274, -1.398)  -0.14
C (-2.187, 0.281, 0.496)  -0.04
C (-1.109, 0.104, -2.508)  -0.17
C (0.447, -7.571, -2.959)  -0.11
C (6.183, 2.812, -0.164)  -0.09
C (-7.784, 1.409, -3.963)  -0.44
C (-1.337, -1.265, 5.778)  -0.04
C (-0.973, 2.947, -4.900)  -0.06
C (2.431, -3.677, 2.293)  -0.02
C (-2.319, -3.309, -5.284)  -0.06
C (5.939, -2.759, -2.338)  -0.23
C (0.279, 0.458, -2.332)  -0.17
C (0.457, 2.880, 4.369)  -0.35
C (-2.381, 7.385, 1.513)  -0.07
C (0.642, 1.050, -0.983)  -0.48
C (1.358, 3.953, 4.835)  -0.07
C (-1.953, -1.349, 4.367)  -0.38
C (-0.376, -5.699, 3.000)  -0.07
C (-7.804, -1.473, -1.167)  -0.08
C (-8.339, -2.714, -1.753)  -0.52
C (5.264, 2.099, 3.291)  -0.42
C (5.552, 7.087, 0.598)  -0.10
C (2.770, -4.612, -3.862)  -0.06
C (5.845, -1.364, -2.909)  -0.44
C (-3.805, -3.313, -3.250)  -0.03
C (-8.961, -3.646, -0.723)  -0.05
C (-1.633, -5.322, 2.271)  -0.48
C (-2.975, 3.146, 2.759)  -0.05
C (-1.107, 2.644, -6.369)  -0.53
C (-4.609, 1.272, -2.745)  -0.10
C (0.039, 1.675, -6.847)  -0.04
C (3.435, -1.407, 6.134)  -0.07
C (3.761, 5.544, 0.306)  -0.19
C (4.943, 2.275, 1.785)  -0.24
C (-3.468, -1.460, 4.345)  -0.22
C (2.914, -3.604, 5.462)  -0.03
C (1.743, -5.754, -1.843)  -0.17
C (-1.025, -0.549, -0.012)  -0.51
C (2.720, 6.643, 0.079)  -0.42
C (-1.418, -1.017, -1.428)  -0.09
C (-2.513, 7.603, 0.034)  -0.44
C (-6.993, 0.398, -4.868)  -0.04
C (1.304, 6.022, 0.279)  -0.04
C (-2.089, -6.626, 1.499)  -0.05
C (5.412, -1.482, -4.384)  -0.04
C (5.138, -2.588, 4.839)  -0.13
C (-5.371, -1.615, 3.003)  -0.10
C (1.636, -4.633, -2.856)  -0.43
C (6.733, -3.900, -0.511)  -0.16
C (-3.195, 6.439, -0.650)  -0.20
C (2.141, 1.235, -0.882)  -0.02
C (-0.848, 3.521, 3.858)  -0.21
C (5.480, -3.514, 3.608)  -0.13
C (-6.765, 2.170, -3.181)  -0.22
C (-0.941, -1.802, 0.928)  -0.01
C (4.841, -2.844, 2.339)  -0.14
C (-0.037, 2.410, -0.680)  0.00
C (3.658, -2.357, 4.994)  -0.54
C (-2.327, -3.683, -3.804)  -0.47
H (-9.391, 2.686, -4.055)  0.07
H (-2.470, 1.353, -6.651)  0.08
H (0.942, -0.401, -2.481)  0.12
H (3.402, -1.972, 0.400)  0.08
H (0.907, 4.615, 5.552)  0.08
H (0.126, 0.771, -6.203)  0.08
H (-3.242, -3.704, -5.802)  0.09
H (1.582, -2.598, -2.693)  0.03
H (-0.046, -4.889, 3.661)  0.08
H (6.667, 0.477, 3.007)  0.07
H (-1.284, 3.793, 4.841)  0.14
H (3.836, 5.228, 1.335)  0.12
H (2.173, 1.958, 3.451)  0.05
H (0.298, 2.607, 0.292)  0.05
H (-2.957, -6.338, 0.929)  0.06
H (5.283, 3.116, 3.686)  0.13
H (5.374, -1.916, 2.096)  0.11
H (-1.795, 0.976, 1.239)  0.06
H (-1.749, -2.068, 6.368)  0.08
H (-5.893, -1.050, 3.782)  0.08
H (-3.726, -2.496, 4.688)  0.13
H (2.711, -5.690, -1.320)  0.13
H (1.863, -3.400, 5.332)  0.07
H (1.168, 5.120, -0.390)  0.08
H (4.053, 1.508, 4.856)  0.07
H (-1.689, 3.702, -4.561)  0.07
H (-4.144, 0.411, -2.330)  0.06
H (6.833, 1.948, -0.373)  0.08
H (-1.583, -2.323, 3.926)  0.15
H (-9.031, -2.313, -2.519)  0.14
H (-1.145, 2.341, -0.775)  0.06
H (-8.344, 0.742, -3.242)  0.13
H (-7.499, -3.934, -3.060)  0.10
H (0.347, 3.154, -1.319)  0.07
H (7.541, -4.322, -1.132)  0.09
H (-2.454, -1.310, -1.484)  0.10
H (5.195, 2.633, -0.672)  0.10
H (3.707, -5.008, -3.447)  0.08
H (3.831, -0.420, 5.852)  0.07
H (-1.837, -0.126, 2.708)  0.05
H (-4.085, 6.073, -0.087)  0.14
H (5.118, -4.548, 3.705)  0.10
H (2.970, -3.613, -4.238)  0.05
H (7.150, -3.779, 0.514)  0.09
H (-1.744, 0.940, -2.334)  0.07
H (2.581, 0.295, -0.706)  0.05
H (1.748, 4.516, 4.008)  0.08
H (-3.015, -0.361, 0.768)  0.08
H (-0.238, -1.371, 5.722)  0.07
H (3.132, -4.459, 4.857)  0.06
H (6.691, -3.292, -2.881)  0.12
H (-0.124, -2.353, 0.416)  0.08
H (4.765, 1.247, 1.357)  0.12
H (0.880, 2.321, 2.413)  0.04
H (0.768, -8.342, -3.665)  0.09
H (-2.806, 9.718, 0.086)  0.07
H (-1.569, 0.692, 4.047)  0.08
H (4.011, 0.553, 3.513)  0.06
H (-3.999, -2.233, -3.290)  0.06
H (-0.701, 4.428, 3.259)  0.13
H (2.818, 7.385, 0.812)  0.09
H (-2.784, 3.934, 2.049)  0.07
H (-5.899, -1.403, 2.056)  0.09
H (5.146, -0.898, -2.218)  0.13
H (-8.487, -0.845, -0.602)  0.09
H (-0.793, -1.878, -1.626)  0.08
H (7.427, 2.065, 3.212)  0.07
H (-5.461, -2.680, 3.391)  0.11
H (-1.877, -2.398, 0.956)  0.09
H (4.381, -1.824, -4.359)  0.05
H (-0.171, 1.395, -7.884)  0.07
H (-1.230, -0.326, -3.479)  0.10
H (-1.255, -6.943, 0.808)  0.09
H (-0.692, -6.586, 3.519)  0.07
H (5.969, -4.728, -0.456)  0.10
H (-1.682, 8.136, 1.909)  0.08
H (-3.464, 4.606, -2.345)  0.09
H (4.869, 7.925, 0.636)  0.07
H (-2.739, -5.552, -3.603)  0.07
H (6.804, 1.293, 4.685)  0.09
H (-3.978, -0.731, 5.028)  0.14
H (-6.907, -1.659, -0.524)  0.10
H (2.403, -1.138, 6.345)  0.08
H (-3.314, 7.473, 2.088)  0.09
H (-3.363, 2.250, 2.229)  0.09
H (-3.818, 3.884, -0.754)  0.10
H (-1.449, -3.561, -5.907)  0.08
H (5.648, -1.595, 4.801)  0.12
H (-4.474, 1.293, -3.850)  0.10
H (-1.558, -3.146, -3.272)  0.10
H (2.288, -3.633, 1.236)  0.05
H (-0.292, -7.873, -2.132)  0.10
H (-7.441, -0.786, -1.926)  0.04
H (6.465, 7.398, 0.063)  0.10
H (3.568, 4.678, -0.315)  0.12
H (-4.066, 2.144, -2.346)  0.07
H (3.902, -1.734, 7.032)  0.07
H (-9.192, 1.834, -5.404)  0.07
H (-6.327, 1.014, -5.427)  0.06
H (2.024, -1.348, 1.104)  0.04
H (2.546, 1.667, -1.816)  0.10
H (-3.472, 6.700, -1.678)  0.12
H (0.438, -6.037, 2.325)  0.09
H (5.989, -2.099, -5.032)  0.07
H (-7.274, 2.836, -2.435)  0.14
H (-6.204, 2.744, -3.877)  0.11
H (-9.668, -3.075, -0.063)  0.09
H (0.497, 6.688, 0.098)  0.04
H (-2.642, 0.969, -0.250)  0.08
H (2.783, -4.698, 2.500)  0.08
H (2.468, -5.235, -4.711)  0.08
H (3.569, -0.557, 1.433)  0.07
H (-3.980, -3.580, -2.186)  0.09
H (3.946, 2.815, 1.632)  0.12
H (0.947, -5.645, -1.100)  0.11
H (4.970, -3.508, 1.463)  0.10
H (5.342, -0.463, -4.828)  0.08
H (-1.900, 6.420, 1.676)  0.06
H (0.988, 2.207, -6.885)  0.07
H (-1.483, -4.454, 1.573)  0.12
H (1.504, -3.441, 2.797)  0.05
H (6.727, 3.730, -0.333)  0.09
H (-8.130, -3.995, -0.081)  0.09
H (-3.227, 8.978, -1.350)  0.06
H (-3.623, 3.490, 3.604)  0.11
H (-9.425, -4.491, -1.163)  0.06
H (-0.676, -1.410, 1.946)  0.05
H (3.217, -3.720, 6.515)  0.09
H (2.173, 3.536, 5.416)  0.08
H (5.000, -3.312, -2.499)  0.12
H (-2.349, -2.186, -5.293)  0.08
H (2.422, 1.819, 0.004)  0.07
H (-0.871, 3.596, -6.871)  0.14
H (7.004, 0.330, -2.907)  0.08
H (7.410, -0.808, -1.776)  0.07
H (2.062, 7.128, -1.796)  0.08
H (-1.210, 2.029, -4.288)  0.07
H (-2.380, -7.451, 2.146)  0.07
H (5.863, 6.796, 1.611)  0.09
H (6.578, -3.502, 3.531)  0.10
H (1.224, 5.574, 1.284)  0.07
H (-2.699, -5.636, 3.776)  0.08
H (0.252, 2.188, 5.180)  0.13
H (0.023, 3.350, -4.705)  0.09
H (0.947, -3.312, -1.415)  0.06
H (-2.292, 3.526, -1.666)  0.05
H (-4.410, -3.827, -3.987)  0.06
H (-7.627, -0.079, -5.639)  0.08
H (5.481, -3.111, 5.733)  0.11
H (-6.425, -0.330, -4.309)  0.07
H (-1.496, -0.262, 6.193)  0.08
H (0.639, -4.675, -3.442)  0.14
H (-0.003, -6.757, -3.555)  0.06
H (0.657, 1.210, -3.018)  0.11
H (-1.513, 7.769, -0.311)  0.11
H (3.754, 7.072, -1.629)  0.07

Properties
- multiplicity = 4
- orbital gap (spin up / spin down) (eV) = 7.19 / 7.27
- E_tot (eV) = -148008.4818
- expectation value of S² = 3.759
- HOMO level (spin up / spin down) (eV) = -6.82 / -6.91

No. 2
Entry from OMol25: C4H3FHoO5 as an isolated structure (the ωB97M-V functional and the def2-TZVPD basis).

Each line ends with the Löwdin charge.
Cartesian coordinates (Å):
Ho (2.057, 1.327, 0.386)  2.13
F (-2.435, -0.015, 0.344)  0.08
O (0.728, -1.758, 0.041)  -0.05
O (2.825, -1.589, -0.529)  0.04
O (-0.153, 2.640, -1.551)  0.14
O (-0.471, 0.820, -0.384)  -0.03
O (0.324, 2.547, 0.617)  -0.15
C (-1.238, -0.310, -0.256)  -0.32
C (-0.453, -1.270, 0.639)  -0.11
C (-0.308, 2.196, -0.423)  -0.69
C (1.886, -0.987, -0.043)  -0.52
H (-0.252, -0.779, 1.602)  0.14
H (-1.097, -2.136, 0.828)  0.16
H (-1.414, -0.687, -1.271)  0.19

Properties
- multiplicity = 5
- orbital gap (spin up / spin down) (eV) = 6.72 / 6.91
- net charge = +1
- E_tot (eV) = -42939.8119
- expectation value of S² = 6.005
- HOMO level (spin up / spin down) (eV) = -13.69 / -13.70

No. 3
Entry from OMol25: one molecule with the formula C6H9N (the ωB97M-V functional and the def2-TZVPD basis).

Each line ends with the Löwdin charge.
Cartesian coordinates (Å):
N (1.536, 0.953, 0.990)  0.07
C (0.623, -1.017, -0.204)  -0.14
C (0.747, -0.035, -1.334)  -0.05
C (0.094, 0.680, 1.006)  -0.20
C (-0.380, 0.117, -0.359)  -0.38
C (-1.841, 0.066, -0.688)  -0.04
C (1.042, -0.422, 1.161)  -0.21
H (-0.570, 0.985, 1.806)  0.14
H (-2.036, -0.619, -1.520)  0.08
H (1.568, 0.673, -1.383)  0.10
H (-2.422, -0.278, 0.180)  0.08
H (-2.206, 1.061, -0.970)  0.08
H (0.427, -0.452, -2.289)  0.11
H (1.113, -0.968, 2.090)  0.13
H (0.476, -2.079, -0.373)  0.13
H (1.829, 1.336, 1.885)  0.10

Properties
- relative energy (zero: lowest compared OMol25 entry of this formula, charge and spin) (kJ/mol) = 347.7
- multiplicity = 1
- orbital gap (eV) = 9.28
- E_tot (eV) = -7854.5558
- HOMO level (eV) = -8.19
- structure (SMILES) = C[C@]12C[C@H]1[C@H]1N[C@H]12

No. 4
Entry from OMol25: one molecule with the formula C5H9Cl (the ωB97M-V functional and the def2-TZVPD basis).

Each line ends with the Löwdin charge.
Cartesian coordinates (Å):
Cl (3.382, -0.268, -0.077)  0.58
C (-1.643, -0.494, -0.530)  -0.12
C (1.712, -0.771, 0.029)  -0.53
C (0.656, 0.014, 0.301)  -0.40
C (0.545, 1.483, 0.063)  -0.08
C (-0.677, -0.688, 0.633)  -0.22
H (-1.635, -1.246, -1.293)  0.06
H (0.040, 1.671, -0.833)  0.04
H (-2.642, -0.359, -0.116)  0.07
H (1.607, 1.772, -0.237)  0.07
H (1.522, -1.846, -0.149)  0.08
H (0.239, 2.112, 0.982)  0.12
H (-0.588, -1.800, 0.845)  0.12
H (-1.383, 0.470, -1.064)  0.07
H (-1.134, -0.049, 1.445)  0.12

Properties
- relative energy (zero: lowest compared OMol25 entry of this formula, charge and spin) (kJ/mol) = 109.5
- multiplicity = 1
- orbital gap (eV) = 9.96
- E_tot (eV) = -17852.1960
- HOMO level (eV) = -8.96
- structure (SMILES) = CC/C(C)=C/Cl

No. 5
Entry from OMol25: a 9-piece molecular cluster, C27H77N5O9 overall (the ωB97M-V functional and the def2-TZVPD basis).

Each line ends with the Löwdin charge.
Cartesian coordinates (Å):
O (-2.214, 1.538, 5.500)  -0.08
O (-3.090, 0.767, -2.382)  -0.10
O (-2.761, -3.862, 1.537)  -0.21
O (1.819, -3.568, -1.574)  -0.12
O (-0.175, -5.962, 2.266)  -0.20
O (0.713, 0.594, 0.018)  -0.15
O (5.242, 0.837, 3.191)  -0.19
O (-0.550, 5.202, 0.114)  -0.20
O (-0.440, 3.989, -5.284)  -0.18
N (2.771, -0.279, 2.228)  0.05
N (-0.526, -4.553, -0.354)  0.06
N (-1.252, 8.011, -0.249)  0.04
N (-0.726, 2.621, -1.938)  0.06
N (1.137, -3.699, 4.915)  0.04
C (0.482, 8.100, -1.965)  -0.06
C (0.352, 6.137, -0.441)  -0.22
C (-4.758, -0.570, -3.433)  -0.09
C (0.079, 4.221, 0.892)  -0.13
C (5.051, 0.642, 1.817)  -0.23
C (0.256, -3.979, 3.752)  -0.41
C (-1.056, 3.632, -4.082)  -0.23
C (-1.731, -3.768, -0.570)  -0.41
C (3.030, 2.098, 1.838)  -0.06
C (-2.930, -4.310, 0.196)  -0.18
C (3.566, 0.726, 1.497)  -0.43
C (-3.445, 0.145, -3.608)  -0.35
C (-0.223, -0.365, -0.462)  -0.12
C (-2.021, -3.602, -2.063)  -0.04
C (2.005, -4.304, -2.771)  -0.35
C (-0.041, 2.937, -3.192)  -0.40
C (0.252, -2.771, 2.851)  -0.06
C (-1.347, 4.381, -6.287)  -0.10
C (6.595, 0.830, 3.557)  -0.11
C (-1.783, 1.013, 3.135)  -0.08
C (-1.348, 0.878, 4.577)  -0.32
C (-0.462, 7.186, -1.189)  -0.43
C (-1.159, -6.582, 3.056)  -0.09
C (0.358, 1.612, -3.827)  -0.04
C (3.468, -4.392, -3.103)  -0.10
C (0.775, -5.193, 2.957)  -0.20
C (-3.918, -4.059, 2.320)  -0.11
H (-4.779, -3.489, 1.945)  0.09
H (-0.412, -4.839, 0.616)  0.05
H (-1.211, -6.216, 4.083)  0.09
H (1.283, 0.245, 0.714)  0.02
H (-1.604, 5.444, -6.186)  0.09
H (3.555, 2.863, 1.266)  0.09
H (-0.754, -4.116, 4.134)  0.12
H (-0.107, 2.118, -1.307)  0.04
H (-1.293, -2.924, -2.512)  0.07
H (-0.347, 1.281, 4.748)  0.11
H (1.246, -2.347, 2.673)  0.06
H (6.678, 0.970, 4.631)  0.09
H (1.218, 1.198, -3.277)  0.08
H (3.798, -3.513, -3.658)  0.07
H (-2.987, -3.111, -2.200)  0.06
H (-2.259, 3.779, -6.223)  0.09
H (7.172, 1.585, 3.010)  0.09
H (-5.490, 0.120, -3.010)  0.08
H (-3.687, -3.706, 3.322)  0.09
H (1.152, 8.613, -1.271)  0.08
H (-1.045, 3.410, -1.383)  0.07
H (-1.007, -7.665, 3.089)  0.09
H (4.077, -4.357, -2.193)  0.07
H (-4.206, -5.118, 2.313)  0.08
H (5.439, -0.331, 1.479)  0.13
H (-3.851, -3.866, -0.195)  0.12
H (1.036, 5.626, -1.140)  0.12
H (-0.783, -0.812, 0.361)  0.07
H (-4.672, -1.418, -2.751)  0.06
H (-3.114, 1.427, 5.178)  0.07
H (-0.393, 0.829, -3.699)  0.07
H (0.991, -3.892, -1.160)  0.01
H (-1.906, 2.947, -4.225)  0.12
H (0.738, 4.583, 1.693)  0.09
H (1.503, -3.773, -3.595)  0.10
H (1.482, -4.789, 2.224)  0.13
H (-0.128, -3.012, 1.859)  0.06
H (0.947, 6.587, 0.367)  0.13
H (5.571, 1.425, 1.241)  0.13
H (1.406, -5.840, 3.588)  0.12
H (0.647, 3.498, 0.297)  0.06
H (-2.895, -5.405, 0.174)  0.13
H (3.747, -5.311, -3.616)  0.07
H (1.963, -3.214, 4.563)  0.06
H (-2.644, -0.554, -3.895)  0.10
H (-0.066, 8.804, -2.584)  0.08
H (-1.150, 6.617, -1.817)  0.13
H (1.959, 2.177, 1.647)  0.05
H (-0.313, -1.945, 3.287)  0.07
H (-0.837, 0.132, -1.204)  0.05
H (7.068, -0.145, 3.344)  0.09
H (-1.617, 7.416, 0.486)  0.06
H (2.854, -0.011, 3.210)  0.08
H (-2.151, -6.389, 2.635)  0.07
H (1.142, 7.490, -2.589)  0.08
H (-2.125, 0.064, 2.720)  0.07
H (-2.576, 1.756, 3.012)  0.08
H (3.238, -1.184, 2.272)  0.08
H (-1.227, -0.174, 4.871)  0.10
H (-1.478, 4.518, -3.574)  0.13
H (3.485, 0.581, 0.416)  0.14
H (-0.630, 8.686, 0.181)  0.06
H (-2.277, 1.281, -2.525)  0.02
H (-2.061, -4.546, -2.611)  0.08
H (-1.534, -2.753, -0.223)  0.11
H (1.586, -4.552, 5.248)  0.06
H (-0.889, 4.269, -7.268)  0.09
H (0.839, 3.558, -3.000)  0.14
H (-0.739, 3.699, 1.395)  0.09
H (0.295, -1.184, -0.985)  0.08
H (-3.512, 0.878, -4.424)  0.10
H (3.147, 2.317, 2.903)  0.09
H (1.514, -5.282, -2.699)  0.10
H (-5.132, -0.950, -4.384)  0.07
H (-0.543, -5.436, -0.860)  0.10
H (-1.005, 1.401, 2.473)  0.05
H (0.665, 1.695, -4.866)  0.08

Properties
- relative energy (zero: lowest compared OMol25 entry of this formula, charge and spin) (kJ/mol) = 0.0
- multiplicity = 1
- orbital gap (eV) = 9.80
- E_tot (eV) = -55122.4050
- HOMO level (eV) = -9.20
- structure (SMILES) = COC[C@H](C)N.COC[C@H](C)N.COC[C@H](C)N.COC[C@H](C)N.COC[C@H](C)N.CCO.CCO.CCO.CO

Which of these has the highest E_tot?
C6H9N

The lowest E_tot belongs to which entry?
C62H156CoN10O14

Which of these has the lowest E_tot?
C62H156CoN10O14